A structure of composition C12H18Cl3N3O4PdSi. Source: the OMol25 dataset; level of theory: wB97M-V/def2-TZVPD.

Computed properties:
- Energy above the lowest of the compared OMol25 structures with the same formula, charge and spin: 82.1 kJ/mol
- Energy: -74326.0710 eV

Geometry (Å):
Pd -1.67 0.10 -0.84
N -3.29 1.68 -0.36
C -3.80 1.45 1.00
C -2.64 1.03 1.89
N -1.92 -0.12 1.34
C -2.40 -1.46 1.73
C -3.43 -2.04 0.78
N -2.90 -2.00 -0.58
H -4.02 1.76 -1.06
H -2.73 2.52 -0.40
H -4.28 2.33 1.43
H -4.56 0.67 0.95
H -1.93 1.85 1.96
H -3.01 0.82 2.90
H -0.93 -0.03 1.55
H -1.53 -2.12 1.75
H -2.81 -1.44 2.75
H -3.70 -3.04 1.12
H -4.35 -1.44 0.80
H -2.13 -2.65 -0.70
H -3.58 -2.21 -1.30
Cl -3.59 0.53 -3.59
Si -1.61 0.17 -3.03
Cl -1.14 -1.68 -3.79
Cl -0.48 1.53 -4.04
O 0.27 1.37 0.00
C 0.97 0.35 -0.23
O 0.47 -0.77 -0.59
C 2.45 0.42 -0.07
C 3.03 1.40 0.72
C 4.42 1.48 0.89
C 5.17 0.56 0.22
O 6.53 0.43 0.21
C 6.83 -0.66 -0.67
O 5.59 -1.19 -1.14
C 4.60 -0.41 -0.58
C 3.25 -0.52 -0.75
H 2.38 2.11 1.20
H 4.87 2.24 1.52
H 7.37 -1.43 -0.12
H 7.41 -0.29 -1.52
H 2.80 -1.29 -1.36

Löwdin population analysis, charges in e, atoms 1 to 4:
1 Pd 0.63
2 N -0.02
3 C -0.23
4 C -0.19